C24H39ClN5O7S | ωB97M-V with the def2-TZVPD basis set

Output
HOMO-LUMO gap ... 7.516 eV
Electronic energy ... -2596.42380 Ha
Relative energy (zero: lowest compared OMol25 entry of this formula, charge and spin) ... 0.0 kJ/mol
Total charge ... -1
HOMO ... -5.393 eV
2S+1 ... 1

The geometry in XYZ format:
```
77
C24H39ClN5O7S (ωB97M-V with the def2-TZVPD basis set)
Cl 0.434 -0.358 1.308
O 0.208 -0.267 2.734
O -0.740 0.090 0.579
O 1.498 0.601 1.167
O 0.861 -1.710 1.009
C -1.753 -4.176 1.662
O -2.045 -5.603 1.676
H -1.152 -3.922 2.535
H -1.227 -3.752 0.806
H -2.687 -3.619 1.738
H -2.972 -5.651 1.920
C -3.468 0.326 2.846
O -4.749 -0.207 3.037
H -3.258 0.807 3.801
H -2.709 -0.443 2.698
H -3.430 0.995 1.986
H -5.396 0.368 3.451
N -0.329 -2.505 -1.712
C -0.417 -3.819 -2.107
C -0.213 -3.881 -3.472
C 0.322 -2.582 -3.870
C -0.013 -1.735 -2.821
H -0.561 -2.110 -0.811
H -0.831 -4.475 -1.356
H -0.319 -4.758 -4.093
H 0.581 -2.340 -4.890
H 0.145 -0.689 -2.606
N -4.857 -0.898 0.295
C -3.737 -1.491 -0.177
C -3.905 -1.641 -1.533
C -5.234 -1.354 -1.895
C -5.798 -0.841 -0.720
H -4.885 -0.610 1.263
H -2.909 -1.694 0.487
H -3.135 -1.985 -2.208
H -5.656 -1.386 -2.888
H -6.814 -0.497 -0.595
N 1.641 5.206 1.542
C 1.470 4.233 0.622
C 2.067 4.622 -0.552
C 2.465 5.880 -0.358
C 2.272 6.278 0.959
H 1.389 5.151 2.519
H 0.886 3.377 0.924
H 2.144 3.986 -1.422
H 2.868 6.559 -1.095
H 2.562 7.204 1.434
N 3.202 1.280 3.634
C 3.721 0.951 4.852
C 4.801 1.721 5.208
C 4.954 2.611 4.156
C 3.941 2.356 3.221
H 2.300 1.046 3.246
H 3.316 0.067 5.323
H 5.407 1.635 6.098
H 5.778 3.309 4.150
H 3.650 2.874 2.319
N 3.106 -2.920 -2.810
C 4.194 -3.492 -3.492
C 5.296 -3.120 -2.687
C 4.901 -2.505 -1.526
C 3.499 -2.277 -1.656
H 2.157 -3.020 -3.142
H 4.136 -3.967 -4.460
H 6.328 -3.329 -2.927
H 5.633 -2.193 -0.796
H 2.768 -1.775 -1.039
C -3.547 2.624 -2.031
S -2.106 1.816 -2.830
O -2.049 2.406 -4.232
C -0.837 2.595 -1.809
H -3.399 3.699 -2.133
H -3.643 2.295 -0.996
H -4.417 2.357 -2.630
H -0.886 2.194 -0.797
H -0.955 3.678 -1.765
H 0.137 2.405 -2.260
```

Calculated atomic charges, method Mulliken, unit e: Cl 1.74; O -0.83; O -0.40; O -0.74; O -0.66; C 0.00; O -0.55; H 0.27; H -0.16; H 0.19; H 0.33; C -0.46; O -0.62; H 0.40; H 0.12; H 0.19; H 0.29; N 0.97; C -0.63; C -0.43; C -1.23; C -0.36; H -0.18; H 0.37; H 0.42; H 0.51; H 0.54; N 0.18; C -0.28; C -0.04; C -0.97; C -0.58; H 0.28; H 0.18; H 0.43; H 0.40; H 0.41; N 0.07; C -0.49; C -0.36; C -0.53; C -0.64; H 0.23; H 0.55; H 0.41; H 0.38; H 0.38; N 0.21; C -0.43; C -0.52; C -0.56; C -0.51; H 0.27; H 0.40; H 0.38; H 0.38; H 0.41; N 0.08; C -0.57; C -0.45; C -0.78; C -0.29; H 0.35; H 0.33; H 0.36; H 0.38; H 0.56; C -0.96; S 0.76; O -0.76; C -1.03; H 0.39; H 0.16; H 0.34; H 0.13; H 0.57; H 0.36

---

C4H5NO | ωB97M-V with the def2-TZVPD basis set

Output
HOMO-LUMO gap ... 7.879 eV
Electronic energy ... -285.22242 Ha
Relative energy (zero: lowest compared OMol25 entry of this formula, charge and spin) ... 504.5 kJ/mol
HOMO ... -7.041 eV
2S+1 ... 1

The geometry in XYZ format:
```
11
C4H5NO (ωB97M-V with the def2-TZVPD basis set)
O -1.287 -0.516 -0.617
C -1.254 0.257 0.542
N -0.202 1.062 0.693
C 0.868 1.230 -0.076
C -0.318 -1.405 -0.696
C 0.587 -2.187 -0.822
H -2.199 0.436 1.030
H -0.205 1.565 1.575
H 0.882 0.775 -1.054
H 1.748 1.675 0.362
H 1.380 -2.891 -0.937
```

Calculated atomic charges, method natural (NBO), unit e: O -0.48; C 0.09; N -0.41; C -0.38; C 0.31; C -0.38; H 0.19; H 0.42; H 0.20; H 0.20; H 0.24

---

C8H8FO2 | ωB97M-V with the def2-TZVPD basis set

Output
HOMO-LUMO gap ... 6.631 eV
Electronic energy ... -560.04472 Ha
Relative energy (zero: lowest compared OMol25 entry of this formula, charge and spin) ... 0.0 kJ/mol
Total charge ... -1
HOMO ... -3.824 eV
2S+1 ... 1

The geometry in XYZ format:
```
19
C8H8FO2 (ωB97M-V with the def2-TZVPD basis set)
F 1.989 4.028 -0.860
C -1.774 2.416 -1.266
C -1.535 3.737 -1.646
C -0.735 1.642 -0.749
C -0.262 4.291 -1.511
C 0.544 2.181 -0.608
C 0.752 3.498 -0.994
H -2.778 1.986 -1.375
H -2.350 4.350 -2.053
H -0.918 0.602 -0.449
H -0.045 5.328 -1.801
H 1.381 1.595 -0.204
O 1.498 -3.443 1.500
O -0.625 -4.210 1.220
C 0.584 -4.310 1.564
C 0.995 -5.674 2.185
H 0.833 -5.627 3.275
H 0.387 -6.497 1.775
H 2.059 -5.893 1.996
```

Calculated atomic charges, method natural (NBO), unit e: F -0.33; C -0.24; C -0.20; C -0.18; C -0.30; C -0.28; C 0.39; H 0.22; H 0.21; H 0.24; H 0.22; H 0.25; O -0.80; O -0.80; C 0.76; C -0.74; H 0.19; H 0.19; H 0.19

---

C3H9NO | ωB97M-V with the def2-TZVPD basis set

Output
HOMO-LUMO gap (spin up / spin down) ... 13.446 / 8.021 eV
Electronic energy ... -249.32611 Ha
Relative energy (zero: lowest compared OMol25 entry of this formula, charge and spin) ... 173.7 kJ/mol
Total charge ... +1
HOMO (spin up / spin down) ... -16.645 / -16.401 eV
2S+1 ... 2

The geometry in XYZ format:
```
14
C3H9NO (ωB97M-V with the def2-TZVPD basis set)
C 0.651 0.300 -0.322
N -0.369 -0.537 0.500
C -1.683 -0.707 -0.056
O -2.256 0.620 -0.348
C 1.995 0.263 0.404
H 0.361 1.381 -0.322
H 0.735 -0.194 -1.346
H -0.335 -0.534 1.518
H -2.510 -1.143 0.597
H -1.434 -1.208 -1.071
H -2.143 0.883 -1.284
H 2.349 1.311 0.127
H 2.646 -0.605 0.087
H 1.992 0.172 1.516
```

Calculated atomic charges, method natural (NBO), unit e: C -0.28; N -0.11; C -0.01; O -0.65; C -0.65; H 0.28; H 0.26; H 0.42; H 0.26; H 0.23; H 0.50; H 0.25; H 0.25; H 0.24

---

C34H22Cl2F12N2O4Se4Sn | ωB97M-V with the def2-TZVPD basis set

Output
HOMO-LUMO gap (spin up / spin down) ... 4.788 / 4.382 eV
Electronic energy ... -13658.35451 Ha
Relative energy (zero: lowest compared OMol25 entry of this formula, charge and spin) ... 199.2 kJ/mol
Total charge ... -2
HOMO (spin up / spin down) ... -1.707 / -1.710 eV
2S+1 ... 1

The geometry in XYZ format:
```
81
C34H22Cl2F12N2O4Se4Sn (ωB97M-V with the def2-TZVPD basis set)
Sn -0.115 2.389 -1.321
C -3.655 -3.345 -0.019
C -3.012 -2.004 0.187
C -1.872 -1.865 0.965
C -1.290 -0.632 1.133
C -1.801 0.526 0.525
N -1.130 1.725 0.638
C -0.656 2.145 1.832
C -1.070 1.520 3.034
C -0.463 1.756 4.243
C 0.576 2.672 4.336
C 1.349 2.886 5.605
C 0.854 3.435 3.210
C 0.235 3.242 1.987
C 0.463 4.327 0.938
O -0.268 4.284 -0.182
C 0.025 5.671 1.602
F -0.084 6.657 0.704
F -1.173 5.563 2.189
F 0.827 6.184 2.573
C 1.977 4.468 0.560
F 2.833 3.749 1.289
F 2.205 4.162 -0.718
F 2.428 5.743 0.682
C -2.947 0.384 -0.291
C -3.524 -0.872 -0.433
C -3.395 1.562 -1.150
O -2.408 2.011 -1.956
C -4.556 1.199 -2.113
F -4.212 0.250 -2.992
F -4.932 2.252 -2.848
F -5.702 0.751 -1.546
C -3.975 2.717 -0.286
F -3.268 3.074 0.775
F -4.185 3.825 -1.000
F -5.192 2.379 0.228
H -3.049 -4.125 0.436
H -3.752 -3.570 -1.079
H -4.651 -3.366 0.425
H -1.430 -2.742 1.419
H -0.377 -0.532 1.703
H -1.892 0.821 2.992
H -0.792 1.220 5.125
H 0.943 2.279 6.414
H 1.327 3.935 5.901
H 2.395 2.611 5.458
H 1.582 4.225 3.316
H -4.392 -1.014 -1.056
Se 2.685 -0.434 -4.267
Se 1.131 -1.765 -5.107
Se -1.015 -0.742 -5.344
Se -1.441 0.885 -3.856
Cl 2.865 -5.286 -0.370
C 1.434 -5.034 -1.320
C 0.750 -6.158 -1.738
C -0.468 -6.033 -2.379
C -1.019 -4.772 -2.549
C -0.322 -3.652 -2.151
Cl -1.045 -2.081 -2.335
C 0.972 -3.731 -1.583
N 1.639 -2.604 -1.254
C 3.016 -2.408 -1.193
C 3.898 -3.083 -2.031
C 5.257 -2.843 -1.950
C 5.743 -1.912 -1.050
C 4.865 -1.209 -0.242
C 3.500 -1.444 -0.295
C 2.550 -0.711 0.603
C 1.708 0.346 -0.146
O 1.768 1.517 0.246
O 0.978 -0.038 -1.089
H 1.179 -7.130 -1.546
H -0.997 -6.913 -2.712
H -1.988 -4.656 -3.009
H 1.133 -1.699 -1.297
H 3.511 -3.772 -2.769
H 5.938 -3.373 -2.601
H 6.806 -1.720 -0.984
H 5.246 -0.465 0.446
H 3.089 -0.196 1.399
H 1.838 -1.418 1.041
```

Calculated atomic charges, method Mulliken, unit e: Sn 0.76; C -1.81; C 0.73; C -1.39; C -0.07; C 0.23; N 1.00; C 0.87; C -0.71; C -1.14; C 0.16; C -1.59; C -0.41; C -0.95; C 1.38; O -1.07; C 0.57; F -0.28; F -0.25; F -0.30; C 0.72; F -0.26; F -0.24; F -0.37; C -1.25; C -0.51; C 2.39; O -1.15; C 0.07; F -0.15; F -0.32; F -0.29; C 0.34; F -0.12; F -0.29; F -0.35; H 0.36; H 0.29; H 0.42; H 0.23; H 0.77; H 0.55; H 0.27; H 0.36; H 0.33; H 0.31; H 0.49; H 0.48; Se -0.19; Se 0.00; Se -0.29; Se 0.28; Cl -0.22; C 0.41; C -0.49; C -0.71; C -0.73; C 0.17; Cl 0.40; C -0.04; N 1.27; C -0.39; C 0.11; C -0.69; C -0.76; C -0.60; C 0.43; C -1.29; C 0.71; O -0.50; O -0.86; H 0.42; H 0.38; H 0.43; H -0.71; H 0.55; H 0.40; H 0.36; H 0.44; H 0.60; H 0.32

---

C5H4Cl2F2N2 | ωB97M-V with the def2-TZVPD basis set

Output
HOMO-LUMO gap (spin up / spin down) ... 6.609 / 6.767 eV
Electronic energy ... -1422.33693 Ha
Relative energy (zero: lowest compared OMol25 entry of this formula, charge and spin) ... 49.4 kJ/mol
HOMO (spin up / spin down) ... -5.806 / -8.547 eV
2S+1 ... 3

The geometry in XYZ format:
```
15
C5H4Cl2F2N2 (ωB97M-V with the def2-TZVPD basis set)
C 1.182 -0.734 0.902
C 0.707 0.479 0.906
C -0.681 -0.496 -1.525
C 0.149 -1.526 -1.117
C -1.280 0.371 -0.560
N 0.610 -1.755 0.101
N -1.956 1.503 -0.646
F 0.351 -2.670 -1.901
F -1.804 -0.267 0.503
Cl 1.667 1.710 1.749
Cl -0.898 -0.007 -3.143
H 1.874 -1.040 1.564
H 0.890 -2.759 0.347
H -2.567 1.789 -0.014
H -1.697 2.233 -1.313
```

Calculated atomic charges, method natural (NBO), unit e: C -0.18; C 0.05; C -0.29; C 0.51; C 0.52; N -0.60; N -0.79; F -0.34; F -0.34; Cl -0.01; Cl 0.03; H 0.21; H 0.43; H 0.40; H 0.40

---

Copy entry 3 word for word.
C8H8FO2 | ωB97M-V with the def2-TZVPD basis set

Output
HOMO-LUMO gap ... 6.631 eV
Electronic energy ... -560.04472 Ha
Relative energy (zero: lowest compared OMol25 entry of this formula, charge and spin) ... 0.0 kJ/mol
Total charge ... -1
HOMO ... -3.824 eV
2S+1 ... 1

The geometry in XYZ format:
```
19
C8H8FO2 (ωB97M-V with the def2-TZVPD basis set)
F 1.989 4.028 -0.860
C -1.774 2.416 -1.266
C -1.535 3.737 -1.646
C -0.735 1.642 -0.749
C -0.262 4.291 -1.511
C 0.544 2.181 -0.608
C 0.752 3.498 -0.994
H -2.778 1.986 -1.375
H -2.350 4.350 -2.053
H -0.918 0.602 -0.449
H -0.045 5.328 -1.801
H 1.381 1.595 -0.204
O 1.498 -3.443 1.500
O -0.625 -4.210 1.220
C 0.584 -4.310 1.564
C 0.995 -5.674 2.185
H 0.833 -5.627 3.275
H 0.387 -6.497 1.775
H 2.059 -5.893 1.996
```

Calculated atomic charges, method natural (NBO), unit e: F -0.33; C -0.24; C -0.20; C -0.18; C -0.30; C -0.28; C 0.39; H 0.22; H 0.21; H 0.24; H 0.22; H 0.25; O -0.80; O -0.80; C 0.76; C -0.74; H 0.19; H 0.19; H 0.19